Below is C2H3OPt as an isolated structure in a non-equilibrium geometry, with properties calculated with ωB97M-V with the def2-TZVPD basis set.

Geometry as XYZ:
```
7
Properties=species:S:1:pos:R:3:forces:R:3:mulliken_spin:R:1
O 0.8111 -0.3874 -0.0851 -9.8 -4.7 -3.5 0.077
C -0.3686 -0.3421 -0.1209 -2.3 -0.1 -0.5 -0.073
C -1.6524 -0.3417 -0.3040 0.5 0.1 0.5 0.151
H -2.2461 -1.1383 0.1479 0.1 0.2 0.0 0.003
H -2.1278 0.5209 -0.7739 0.1 -0.3 -0.1 0.004
H 3.3078 1.4021 0.7127 0.3 1.0 0.5 0.164
Pt 2.2760 0.2865 0.4233 11.2 3.8 3.2 1.674
```
Positions in Å, forces in eV/Å.

Properties
**Spin multiplicity**: 3
**Total energy**: -272.022838 hartree
**LUMO level (alpha / beta)**: -5.3 / -8.0 eV
**Charge**: +1
**Relative energy (zero: lowest compared OMol25 entry of this formula, charge and spin)**: 217.1 kJ/mol
**Highest occupied orbital energy (alpha / beta)**: -15.4 / -15.8 eV
**Frontier orbital gap (alpha / beta)**: 10.127 / 7.766 eV


Below is a 2-piece molecular cluster, C2H3OS3 overall in a non-equilibrium geometry, with properties calculated with ωB97M-V with the def2-TZVPD basis set.

Geometry as XYZ:
```
9
Properties=species:S:1:pos:R:3:forces:R:3:nbo_charge:R:1
C -1.0173 -0.4373 0.0967 -2.1 -1.2 -1.1 -0.431
C -0.7905 0.9764 0.2761 -3.1 0.4 0.2 -0.291
O 2.3269 -0.3903 -0.6576 2.3 0.0 3.5 -0.975
S -2.4043 -0.7943 -0.7987 0.2 -0.4 -0.2 -0.216
S -1.9760 2.0912 0.3384 0.8 0.2 0.1 0.016
S -0.0362 -1.5794 0.7966 0.5 -0.2 0.8 -0.247
H 0.1682 1.2039 0.4864 3.3 1.2 0.6 0.186
H 1.4348 -0.4830 -0.9244 -1.5 -0.4 -0.1 0.474
H 2.2943 -0.5873 0.3866 -0.4 0.6 -3.7 0.484
```
Positions in Å, forces in eV/Å.

Properties
**Total energy**: -1347.829509 hartree
**LUMO level**: 2.4 eV
**Charge**: -1
**Relative energy (zero: lowest compared OMol25 entry of this formula, charge and spin)**: 79.8 kJ/mol
**Highest occupied orbital energy**: -3.7 eV
**Frontier orbital gap**: 6.070 eV


Below is a 2-piece molecular cluster, C2H3PS overall in a non-equilibrium geometry, with properties calculated with ωB97M-V with the def2-TZVPD basis set.

Geometry as XYZ:
```
7
Properties=species:S:1:pos:R:3:forces:R:3:nbo_charge:R:1
C 1.7303 -0.3814 0.2928 1.3 1.7 -0.3 -0.764
P 2.5112 0.9170 -0.0254 -0.7 -1.2 0.3 0.559
H 1.2421 -1.2775 0.5615 -0.3 -0.6 0.1 0.211
C -1.2696 0.1360 -0.2451 -0.6 0.3 0.0 -0.465
S -2.5838 0.8513 0.3370 0.2 -0.1 0.0 0.086
H -1.1133 -0.9285 -0.1242 0.1 -0.1 0.0 0.180
H -0.5171 0.6831 -0.7966 0.1 0.0 -0.1 0.195
```
Positions in Å, forces in eV/Å.

Properties
**Total energy**: -817.430337 hartree
**LUMO level**: -0.4 eV
**Structure (SMILES)**: C#P.C=S
**Relative energy (zero: lowest compared OMol25 entry of this formula, charge and spin)**: 112.4 kJ/mol
**Highest occupied orbital energy**: -8.8 eV
**Frontier orbital gap**: 8.444 eV


Below is C2H3Tb as an isolated structure, with properties calculated with ωB97M-V with the def2-TZVPD basis set.

Geometry as XYZ:
```
6
Properties=species:S:1:pos:R:3:forces:R:3:mulliken_spin:R:1
C -0.9347 -0.3436 -0.0685 0.4 0.5 0.5 0.000
H -0.8643 -1.4160 0.0522 -0.3 0.2 -0.2 0.001
C -1.0648 0.8631 -0.0537 0.5 -0.4 -0.2 -0.011
H -1.2354 1.9272 -0.1451 -0.2 -0.3 0.1 0.000
H 2.2021 -1.5384 -0.1012 0.1 -0.4 -0.1 -0.670
Tb 1.8971 0.5076 0.3164 -0.6 0.4 0.0 6.679
```
Positions in Å, forces in eV/Å.

Properties
**Spin multiplicity**: 7
**Total energy**: -901.544008 hartree
**LUMO level (alpha / beta)**: -12.7 / -10.5 eV
**Charge**: +2
**Highest occupied orbital energy (alpha / beta)**: -20.5 / -20.3 eV
**Frontier orbital gap (alpha / beta)**: 7.770 / 9.837 eV


Below is C2H4 in the gas phase in a non-equilibrium geometry, with properties calculated with ωB97M-V with the def2-TZVPD basis set.

Geometry as XYZ:
```
6
Properties=species:S:1:pos:R:3:forces:R:3:nbo_charge:R:1
C -0.5043 -0.1188 0.3465 -3.6 0.4 3.1 -0.380
C 0.4438 0.0974 -0.5166 2.2 0.9 -0.9 -0.415
H -1.4609 0.5287 0.6180 1.8 -1.4 -1.5 0.196
H -0.4371 -0.9576 1.1177 0.4 1.3 -1.1 0.194
H 0.5870 0.8243 -1.3665 -0.8 -0.6 1.3 0.210
H 1.3716 -0.3741 -0.1991 0.1 -0.6 -0.9 0.196
```
Positions in Å, forces in eV/Å.

Properties
**Total energy**: -78.542390 hartree
**LUMO level**: 1.4 eV
**Structure (SMILES)**: C=C
**Relative energy (zero: lowest compared OMol25 entry of this formula, charge and spin)**: 63.0 kJ/mol
**Highest occupied orbital energy**: -10.1 eV
**Frontier orbital gap**: 11.489 eV


Below is C2H4 as an isolated structure in a non-equilibrium geometry, with properties calculated with ωB97M-V with the def2-TZVPD basis set.

Geometry as XYZ:
```
6
Properties=species:S:1:pos:R:3:forces:R:3:mulliken_charge:R:1
C -0.5817 0.0076 -0.7191 3.4 5.7 0.4 -0.313
C -0.2695 1.2271 -0.2465 -0.2 -4.5 -2.2 -0.262
H 0.7040 0.6853 -1.1477 -2.2 -0.1 1.9 0.247
H -0.7845 -0.3942 -1.6793 -1.0 -1.0 -0.3 0.322
H 0.1345 -0.9287 1.9541 0.4 0.1 0.1 0.014
H 0.7972 -0.5971 1.8385 -0.3 -0.2 0.2 -0.008
```
Positions in Å, forces in eV/Å.

Properties
**Total energy**: -78.373240 hartree
**LUMO level**: 0.3 eV
**Relative energy (zero: lowest compared OMol25 entry of this formula, charge and spin)**: 507.1 kJ/mol
**Highest occupied orbital energy**: -10.6 eV
**Frontier orbital gap**: 10.888 eV


Below is C2H4 in the gas phase in a non-equilibrium geometry, with properties calculated with ωB97M-V with the def2-TZVPD basis set.

Geometry as XYZ:
```
6
Properties=species:S:1:pos:R:3:forces:R:3:nbo_charge:R:1
C 0.6193 0.1092 -0.2223 -0.7 -0.6 -0.9 -0.385
C -0.6074 -0.1391 0.2298 0.9 0.3 0.5 -0.382
H 1.3147 -0.7017 -0.4080 0.1 0.1 0.2 0.190
H 0.8602 1.0570 -0.6787 0.2 0.3 0.4 0.192
H -0.8847 -1.1312 0.5610 -0.1 0.0 0.0 0.193
H -1.2746 0.6884 0.4227 -0.3 -0.1 -0.2 0.193
```
Positions in Å, forces in eV/Å.

Properties
**Total energy**: -78.563340 hartree
**LUMO level**: 1.5 eV
**Structure (SMILES)**: C=C
**Relative energy (zero: lowest compared OMol25 entry of this formula, charge and spin)**: 8.0 kJ/mol
**Highest occupied orbital energy**: -10.2 eV
**Frontier orbital gap**: 11.652 eV


Below is an isolated ion of composition C2H4 and charge +1 in a non-equilibrium geometry, with properties calculated with ωB97M-V with the def2-TZVPD basis set.

Geometry as XYZ:
```
6
Properties=species:S:1:pos:R:3:forces:R:3:mulliken_spin:R:1
C -0.1808 0.6159 0.4077 -0.6 2.2 -3.4 0.468
C 0.3162 -0.5721 -0.3763 0.6 -0.7 2.8 0.419
H -1.1906 0.3783 0.2247 -1.8 0.1 0.8 0.037
H -0.3437 1.9262 0.5363 2.2 -3.9 0.2 0.011
H 1.2487 -1.1436 -0.7129 -0.6 2.2 0.0 0.031
H -0.4717 -1.3325 -0.2559 0.3 0.2 -0.4 0.034
```
Positions in Å, forces in eV/Å.

Properties
**Spin multiplicity**: 2
**Total energy**: -78.081778 hartree
**LUMO level (alpha / beta)**: -7.6 / -10.2 eV
**Charge**: +1
**Relative energy (zero: lowest compared OMol25 entry of this formula, charge and spin)**: 207.5 kJ/mol
**Highest occupied orbital energy (alpha / beta)**: -18.7 / -19.1 eV
**Frontier orbital gap (alpha / beta)**: 11.103 / 8.936 eV


Below is a 18-piece molecular cluster, C2H40O17S overall in a non-equilibrium geometry, with properties calculated with ωB97M-V with the def2-TZVPD basis set.

Geometry as XYZ:
```
60
Properties=species:S:1:pos:R:3:forces:R:3:nbo_charge:R:1
C 1.4404 1.0845 -0.8470 -0.4 -0.8 -0.8 -0.725
S 2.3451 2.0055 -2.1928 -1.5 -1.4 0.8 0.168
C 3.7363 2.3956 -1.1752 -0.1 4.7 0.6 -0.785
H 0.4724 0.5940 -1.1036 1.4 0.2 -0.6 0.224
H 1.0935 1.7522 -0.0828 0.8 0.5 0.1 0.202
H 2.1153 0.2954 -0.4547 -0.4 0.8 0.0 0.212
H 3.5309 2.5910 -0.0956 -0.2 -1.0 -0.7 0.234
H 4.6498 1.8761 -1.3352 0.5 -0.6 -0.2 0.224
H 3.8658 3.5382 -1.4474 0.6 -2.1 0.2 0.227
H 0.0139 -4.3138 -1.5312 0.1 0.0 -0.4 0.497
H -0.6755 -4.1337 -2.9152 0.4 -0.1 -0.4 0.487
O -0.8111 -4.0838 -1.9736 -0.5 -0.1 0.6 -0.957
H -3.7668 4.0079 -0.1693 -0.1 0.2 0.1 0.481
H -3.2609 2.6032 -0.1507 0.2 -0.1 -0.5 0.495
O -3.4489 3.3377 0.4408 0.1 0.0 0.5 -0.979
H -1.5059 -1.8712 1.9367 0.1 -0.5 -0.1 0.479
H -2.0186 -2.9394 1.0035 0.0 0.0 -0.2 0.486
O -1.4933 -2.8368 1.8020 -0.8 0.5 0.5 -0.969
H 0.9545 -2.5343 -0.3679 0.6 0.3 -0.8 0.508
H 2.0071 -1.7438 -1.1306 0.2 0.0 -0.1 0.479
O 1.2582 -2.3207 -1.2990 -0.7 -0.3 1.0 -1.007
H -3.3078 -0.1567 0.2722 -0.3 0.5 0.4 0.478
H -3.8406 1.1075 1.0662 0.2 0.5 0.0 0.472
O -3.9431 0.1719 0.9361 -0.1 -1.2 -0.6 -0.948
H 0.4108 0.3308 1.9956 -0.9 0.0 0.0 0.483
H 0.6169 1.8911 1.7693 -0.7 0.3 0.4 0.500
O 1.0299 1.0449 1.9060 2.1 -0.8 0.5 -0.997
H -1.0793 -2.3444 -1.3597 -1.0 0.4 1.1 0.516
H -2.5317 -2.0731 -1.5743 0.2 0.4 0.6 0.482
O -1.8258 -1.7874 -0.9553 0.5 -1.2 -1.3 -0.999
H -1.3783 1.0115 1.6826 -0.2 0.3 -0.2 0.480
H -1.3005 1.0032 3.2002 0.1 -0.2 -0.4 0.484
O -1.6158 0.4861 2.4431 -0.2 -0.1 0.3 -0.958
H -1.3201 3.2647 1.5344 0.0 0.3 0.8 0.507
H -1.0489 3.2478 3.1018 -0.3 0.2 -0.1 0.492
O -0.6494 3.1365 2.2366 0.0 0.2 -0.9 -0.981
H 0.7545 -3.6184 1.8048 -0.4 -0.1 -0.4 0.485
H 1.2845 -2.2957 2.2440 -0.1 0.0 -0.7 0.496
O 1.0327 -2.7855 1.4103 1.2 -0.2 0.7 -1.013
H -1.0899 0.7780 -1.8022 -0.3 0.5 0.0 0.468
H -0.9340 -0.6398 -2.0554 -0.3 0.4 -0.8 0.495
O -1.0327 0.1988 -2.5653 0.3 -0.7 0.2 -0.985
H -1.7380 3.4047 -1.6609 0.0 -0.2 -0.3 0.477
H -1.8141 2.1367 -2.6378 -0.8 1.5 1.8 0.529
O -2.0938 2.5110 -1.7235 0.5 -1.0 -1.4 -1.015
H 1.1964 -1.4171 -4.1192 0.7 0.0 -0.6 0.475
H 2.7212 -1.4888 -4.1829 -0.1 0.0 -0.2 0.469
O 1.9433 -1.4802 -4.7569 -0.6 0.0 0.8 -0.944
H -0.4317 2.1387 -4.1763 0.2 -0.4 -0.2 0.489
H -0.2845 3.5066 -3.5494 0.1 0.0 -0.3 0.470
O -0.8365 3.0094 -4.1676 0.0 0.2 0.3 -0.942
H 4.5365 -1.8648 1.5885 0.3 0.1 0.0 0.465
H 3.4320 -2.7005 1.0413 0.3 0.0 -0.4 0.481
O 4.2876 -2.3114 0.7733 -0.8 -0.1 0.4 -0.948
H 0.9675 -1.1937 4.0006 -0.2 0.3 0.0 0.506
H 1.9055 -0.5931 2.9292 0.1 0.3 0.3 0.500
O 1.7633 -1.3726 3.4835 0.2 0.0 0.0 -0.957
H -1.2087 -1.9084 4.5620 -0.1 0.2 0.0 0.485
H -1.9472 -0.7027 3.9407 1.2 -0.5 0.6 0.501
O -1.1323 -0.9496 4.4529 -0.9 -0.3 -0.2 -0.983
```
Positions in Å, forces in eV/Å.

Properties
**Total energy**: -1777.391480 hartree
**LUMO level**: -0.2 eV
**Relative energy (zero: lowest compared OMol25 entry of this formula, charge and spin)**: 429.8 kJ/mol
**Highest occupied orbital energy**: -8.7 eV
**Frontier orbital gap**: 8.534 eV


Below is a 19-piece molecular cluster, C2H40O20 overall in a non-equilibrium geometry, with properties calculated with ωB97M-V with the def2-TZVPD basis set.

Geometry as XYZ:
```
62
Properties=species:S:1:pos:R:3:forces:R:3:nbo_charge:R:1
O 0.6754 -0.7374 1.5067 -0.2 0.3 -0.7 -1.002
C 0.2854 0.2389 0.5623 -0.7 -1.3 -1.0 -0.163
C -0.5216 -0.4812 -0.5350 -0.7 0.9 -0.8 -0.070
O -0.9575 0.4113 -1.5331 -0.7 -0.1 1.5 -1.023
H 1.1854 0.7034 0.1179 -0.5 0.3 0.0 0.170
H -0.4223 0.9603 0.9828 0.4 0.4 0.1 0.180
H -1.4182 -0.9682 -0.1266 0.3 0.0 0.6 0.149
H 0.0661 -1.2725 -1.0134 0.3 -0.3 0.3 0.130
O 1.4671 1.0817 3.1135 -0.2 1.0 1.1 -0.971
H 2.3401 1.4167 2.9560 0.8 -0.1 -0.2 0.456
H 1.2279 0.5274 2.3514 0.1 -0.9 0.0 0.504
O 2.2150 -2.5976 -2.6074 -0.3 -0.7 -0.8 -0.960
H 3.1420 -2.7818 -2.5364 0.7 -0.1 -0.2 0.447
H 2.0490 -2.2130 -1.7497 -0.2 0.6 0.7 0.493
O -2.7008 -3.1512 -0.8351 0.1 -1.5 0.9 -0.961
H -2.3967 -2.3442 -1.1912 -0.1 1.4 -1.3 0.468
H -1.9342 -3.3368 -0.2671 -0.5 -0.2 0.4 0.476
O -0.3516 3.0846 -0.8789 0.7 0.4 -0.5 -0.985
H -0.3718 2.1323 -1.0725 -0.7 -0.7 0.1 0.499
H 0.1544 3.3563 -1.6641 -0.3 0.3 0.4 0.471
O 1.9107 -2.3544 3.1273 1.0 -1.1 0.3 -1.013
H 1.8351 -2.2934 4.0888 -0.4 0.6 -0.7 0.467
H 1.4977 -1.6263 2.6312 -0.4 0.3 0.6 0.520
O 2.7662 2.5623 -1.0030 0.1 -1.3 -1.4 -0.978
H 2.6640 3.4891 -0.9320 -0.2 1.2 0.8 0.469
H 2.9692 2.1298 -0.1750 0.2 0.1 0.6 0.507
O 2.4608 -1.6148 -0.1181 1.2 -0.8 -0.3 -1.002
H 1.6813 -1.3220 0.4039 -0.5 -0.3 1.0 0.515
H 2.8897 -2.3318 0.3851 -0.6 0.4 -0.1 0.481
O 0.7972 3.4091 1.7242 0.8 0.7 0.7 -1.016
H 0.5513 3.1127 0.8409 -0.1 -0.2 -0.4 0.507
H 1.1090 2.6587 2.2735 -0.4 0.0 -0.5 0.490
O 1.2659 0.4728 -2.6278 0.8 -1.3 -1.0 -0.994
H 0.5331 0.2837 -2.0213 -0.6 0.3 -0.7 0.477
H 1.6539 1.2281 -2.2411 1.1 1.4 0.6 0.464
O 3.7681 0.5417 0.7042 0.8 -0.3 1.5 -0.991
H 4.2044 0.0904 1.4574 0.0 0.9 -0.4 0.462
H 3.1974 -0.2064 0.4748 -0.5 -0.3 -1.0 0.498
O -1.1984 1.6892 -3.7693 -0.4 0.4 0.1 -1.007
H -1.0387 1.2995 -2.8698 -0.1 0.0 -0.8 0.513
H -0.9562 0.9868 -4.3746 0.3 -0.2 0.1 0.462
O -2.8087 -1.1009 -2.7516 -1.5 -1.3 -0.4 -0.988
H -2.3016 -0.4791 -2.2410 1.0 1.8 0.6 0.507
H -2.9466 -0.7259 -3.6204 0.1 0.3 0.0 0.479
O -1.3086 -0.1260 3.1059 -0.1 0.9 1.0 -0.979
H -0.6890 -0.4104 2.4373 1.1 -0.6 -0.4 0.488
H -2.0550 -0.6812 2.9675 -1.3 -0.6 -0.2 0.484
O -0.4248 -1.9992 -3.5758 -1.8 -0.3 -1.2 -0.966
H -1.1804 -1.6708 -3.0641 -0.5 -0.3 -0.7 0.470
H 0.2378 -1.8630 -2.9522 2.6 0.2 1.0 0.464
O -0.8306 -2.9750 1.3490 0.1 0.0 -0.4 -1.003
H -0.3585 -2.0939 1.2049 0.1 -1.3 0.5 0.511
H -0.2808 -3.7129 1.0362 0.1 0.8 0.3 0.462
O -1.5151 2.6115 2.7765 -1.1 0.1 0.1 -1.036
H -1.3962 1.6399 2.7686 0.2 0.4 0.3 0.498
H -0.7116 3.0773 2.5097 0.1 -0.3 -0.1 0.486
O -2.9945 1.7030 0.2022 -0.1 0.8 0.9 -0.975
H -2.4628 2.3328 0.7256 -0.6 0.0 0.4 0.496
H -2.2817 1.2792 -0.2538 0.8 -0.8 -1.5 0.483
O -4.1264 -0.3171 1.6671 -0.3 -0.8 0.3 -0.979
H -4.3502 -0.9440 0.9797 -0.3 -0.6 0.0 0.461
H -3.5096 0.2218 1.1693 0.4 1.3 0.0 0.495
```
Positions in Å, forces in eV/Å.

Properties
**Total energy**: -1605.066911 hartree
**LUMO level**: 4.5 eV
**Charge**: -2
**Relative energy (zero: lowest compared OMol25 entry of this formula, charge and spin)**: 0.0 kJ/mol
**Highest occupied orbital energy**: -3.5 eV
**Frontier orbital gap**: 8.029 eV